1.
15
Properties=species:S:1:pos:R:3:forces:R:3 method="wB97M-V/def2-TZVPD" energy_ev=-7831.29469 homo_ev=-9.4 smiles="CCN(C)C=O" charge=0 gap_ev=10.38
O -1.7381 -1.6884 0.1331 1.2534 0.5564 0.9400
N -0.2993 -0.0050 0.7639 0.8623 -0.5513 -0.5781
C 1.0662 0.1241 1.2794 0.6090 0.2744 0.7296
C -0.6602 0.7819 -0.4518 0.4940 -0.8390 0.9345
C -0.8321 -1.2709 0.8607 -1.7148 -0.2983 -0.7981
C 0.0610 0.3177 -1.7157 -0.0801 0.2067 -0.5792
H 1.8968 -0.1942 0.6089 -0.7698 0.2487 -0.1557
H 1.3123 1.1820 1.6065 -0.5344 -1.2704 -0.1973
H 1.1503 0.6031 -1.6615 -1.0645 -0.5187 -0.2140
H -0.4731 -1.9108 1.7072 0.1519 0.6020 -0.4354
H -0.3651 1.8121 -0.2401 -0.2486 -0.0044 0.0157
H -1.7419 0.6964 -0.5428 0.0935 0.1090 -0.1176
H -0.0910 -0.7775 -1.9530 0.2396 1.2794 0.3942
H 1.1429 -0.5986 2.1197 0.0275 0.8203 -0.1543
H -0.4287 0.9281 -2.5145 0.6811 -0.6148 0.2158


2.
46
Properties=species:S:1:pos:R:3:forces:R:3 method="wB97M-V/def2-TZVPD" energy_ev=-25689.93944 homo_ev=-11.6 charge=+1 gap_ev=6.56
N 1.7050 0.0314 2.9068 3.8005 -0.1224 0.5130
C 6.4970 3.9373 6.6302 -0.1316 0.0441 0.2687
C -2.4390 -0.0725 2.8422 0.1045 -0.0017 -0.0736
C 5.2918 -0.2586 2.9703 1.6778 0.4613 -0.4150
C 0.3144 2.5222 2.5952 -0.1235 0.5415 0.0549
C -1.7780 1.1534 2.7792 -0.0721 -0.2938 -0.0253
C 6.1878 1.9861 3.4161 -0.7012 -0.1531 0.0398
C 2.8783 0.0110 3.1055 -3.3437 0.2296 -0.6337
C 5.6830 -2.5304 2.0355 -0.4496 0.4736 0.1445
C -1.7159 -1.2640 2.7818 -0.0858 0.2649 -0.0446
C 0.4462 -2.5334 2.6121 -0.1253 -0.5050 0.0639
C 6.2124 1.4676 6.1497 0.1586 -0.3590 -0.0844
C 0.3303 -0.0029 2.7800 -1.3937 -0.0528 -0.1341
C 4.7280 -3.6691 4.4096 -0.0878 0.0334 -0.1997
C 6.4163 3.0115 4.3099 0.1828 -0.1155 -0.4685
C 6.3660 2.7816 5.6908 -0.1129 0.0067 -0.2065
C 4.8062 -2.2815 4.2946 0.3970 -0.3257 -0.3043
C 6.0870 0.4104 5.2584 -0.4049 0.1176 0.0681
C 5.8859 0.6636 3.8688 0.0717 0.6781 0.4698
C 5.4779 -3.9025 2.1124 0.1645 -0.0565 0.3134
C -0.3873 1.2066 2.7287 0.1442 -0.1507 0.0609
C 5.0133 -4.4818 3.3043 0.0870 0.3365 -0.0296
C -0.3238 -1.2498 2.7319 0.1852 0.1148 0.0795
C 5.3231 -1.6858 3.1194 -1.0717 -1.3794 0.3722
H 7.5260 4.3294 6.6197 -0.3001 -0.1371 0.0464
H 1.3945 2.4391 2.7034 -0.0739 0.0268 0.0217
H 0.2616 -3.0081 1.6374 0.0417 0.2209 0.1802
H 0.1049 2.9733 1.6159 0.0699 -0.1982 0.1333
H 5.6848 -4.5322 1.2449 0.0148 0.2207 0.3057
H 6.1867 2.1728 2.3422 -0.1414 0.0789 0.2376
H -2.3518 2.0809 2.7640 0.1933 -0.2279 0.0195
H 4.8528 -5.5624 3.3598 0.1229 0.4222 0.0091
H -3.5279 -0.0994 2.9144 0.3429 0.0003 -0.0636
H 1.5233 -2.4020 2.7186 -0.1129 0.0068 0.0203
H -2.2452 -2.2176 2.7661 0.1939 0.2309 0.0276
H 0.1087 -3.2578 3.3654 0.1186 0.1936 -0.1122
H 4.3979 -4.1130 5.3512 -0.0328 0.1297 -0.3776
H 6.6021 4.0221 3.9459 -0.0022 -0.2687 0.0536
H 5.8270 4.7568 6.3328 0.2185 -0.2143 0.0332
H 4.4066 -1.6473 5.0824 0.0880 -0.1890 -0.1407
H 6.2310 3.6298 7.6475 0.1866 0.1730 -0.1682
H 6.0826 -0.6100 5.6356 -0.1461 0.3020 -0.0610
H 6.0894 -2.0768 1.1295 -0.1894 -0.1888 0.1798
H -0.0603 3.2400 3.3351 0.1331 -0.1729 -0.0644
H 5.1169 0.1236 1.9609 0.1909 -0.1417 0.2435
H 6.1849 1.2868 7.2265 0.2136 -0.0537 -0.3530


3.
12
Properties=species:S:1:pos:R:3:forces:R:3 method="wB97M-V/def2-TZVPD" energy_ev=-25346.25733 homo_ev=-9.3 smiles="C=NC.SS" charge=0 gap_ev=9.48
S 0.0336 -0.6537 -1.9989 -0.2150 1.3653 0.0527
S -0.5313 1.3989 -1.6568 -0.2054 -1.2952 -0.9735
N 0.4199 -0.1604 2.2977 2.8988 0.6303 1.5437
C 1.4852 -0.5663 2.9106 -1.1217 3.5825 -0.6556
C -0.8344 -0.7490 2.4230 -2.9205 -2.7570 -0.4296
H 1.5978 -1.3776 3.6023 -0.2510 -0.8193 0.2333
H 0.0407 1.5568 -0.4870 0.5195 -0.0535 0.7561
H -1.3515 -0.8860 3.4350 1.1866 0.8808 -0.8362
H 0.9302 -0.3799 -2.9702 -0.0906 -0.0584 0.2437
H -0.7821 -1.8348 2.1205 -0.1543 0.7794 -0.1424
H 2.2711 0.2643 2.9623 -0.4737 -1.7453 -0.5458
H -1.5865 -0.2510 1.7427 0.8274 -0.5097 0.7536


4.
23
Properties=species:S:1:pos:R:3:forces:R:3 method="wB97M-V/def2-TZVPD" energy_ev=-38954.04827 homo_ev=-8.4 smiles=CCCSSSCCC charge=0 gap_ev=8.96
S -1.2818 2.0117 0.9362 -0.3721 0.4438 -0.1504
S -0.3405 1.5456 -2.3365 -0.0829 0.3012 1.1001
S 0.1115 2.5071 -0.5493 -0.2488 0.1184 -0.5346
C 0.4982 -0.0439 -2.1264 -0.3201 -0.6401 -1.2305
C 0.1786 0.0177 2.2371 1.3004 0.4568 -0.7307
C -1.5919 -1.4350 -1.9946 -1.9538 -0.6653 0.4467
C -0.2783 -1.1007 -1.3034 -0.9314 2.4330 -0.2283
C 1.4523 -0.1724 1.4269 0.9250 -0.8267 2.8011
C -0.1685 1.5145 2.2436 1.1571 0.1938 2.5779
H 0.5343 -0.2659 3.2120 -0.7002 -0.3202 0.7882
H 2.3035 0.3356 1.9634 -0.6294 -0.8189 -0.4264
H 1.6221 -1.2251 1.2642 0.5187 -0.4246 0.2130
H -0.5105 1.7368 3.3513 -0.1946 0.1330 -2.4709
H -2.2643 -1.9819 -1.1555 1.1318 1.3656 -2.2358
H 0.5414 -0.4006 -3.1852 0.3686 0.1550 0.6220
H 0.3394 -1.9403 -1.0477 0.2127 -0.3804 0.2293
H 1.4882 0.2374 -1.7894 0.2404 -0.4709 0.1419
H -0.6578 -0.5293 -0.4296 0.7949 -0.7242 0.0982
H -1.5356 -2.1136 -2.8909 0.1552 0.5649 0.8897
H 1.4250 0.2507 0.5153 -0.3240 1.5588 -3.1988
H -2.0669 -0.4351 -2.3604 0.4730 -1.9179 0.8877
H 0.7918 2.1520 2.1681 -1.3908 -1.0410 -0.0106
H -0.5903 -0.6652 1.8507 -0.1297 0.5058 0.4213


5.
72
Properties=species:S:1:pos:R:3:forces:R:3 method="wB97M-V/def2-TZVPD" energy_ev=-87814.16432 s2=0.98 multiplicity=2 homo_ev="-15.1 / -15.4" charge=+2 gap_ev="6.58 / 8.43"
V -0.6653 -1.3474 -0.1267 0.6657 0.5842 0.0733
S 1.3598 -1.1817 0.8415 0.0420 0.0233 -0.0175
Si 1.1800 0.7933 0.0436 -0.1206 -0.2581 -0.0892
F -1.7004 -0.5605 1.8713 -0.0660 -0.0398 -0.1461
F -3.3931 -4.9030 1.3260 0.0135 0.0072 -0.0162
F -3.4667 -0.1222 3.9141 -0.0105 -0.0042 0.0128
F -5.1181 -4.4847 3.3065 -0.0032 0.0147 0.0170
O 1.8613 1.0201 -1.3773 0.0487 0.0495 -0.1090
O -0.4990 0.4777 -0.4693 0.0902 0.8158 -0.0297
O 1.3060 1.9890 1.0554 -0.2142 0.2299 0.1191
N -0.1618 -2.4930 -1.7213 -0.0268 -0.2312 -0.2845
N -1.5165 -2.7678 0.5928 -0.7360 -1.0953 0.4912
C 3.8879 2.2581 -0.7736 0.0487 0.0323 -0.0019
C 1.0721 -2.1297 -2.4831 -0.1842 -0.0837 0.1070
C -4.3375 -2.3063 3.6677 -0.0172 0.0065 0.0209
C -1.5829 1.3932 -1.0647 0.2880 -0.2905 0.0886
C -1.1608 1.6705 -2.4880 -0.0291 0.0477 -0.0640
C 2.8556 2.3841 -3.0570 0.0073 0.0539 -0.0459
C -3.3920 -3.7318 1.9510 -0.0873 -0.1361 0.1122
C -1.6632 2.6337 -0.2142 -0.0492 0.0829 0.0151
C 1.1108 3.8272 2.5505 0.0047 0.0572 0.0073
C 0.3262 1.5514 3.2504 -0.0325 -0.0016 0.0356
C 2.7792 1.9904 2.9506 0.0332 0.0180 0.0552
C 1.3765 2.3377 2.4913 0.0803 -0.1049 -0.1232
C -3.4622 -1.2965 3.3034 0.0019 0.0415 0.0230
C -1.3048 -2.5758 -2.6748 0.0827 -0.0602 0.0544
C -2.8349 0.5409 -0.9840 -0.0646 -0.0405 -0.0306
C -2.5061 -2.7247 1.5893 0.4614 -0.0766 -0.4818
C 3.9453 0.2570 -2.2816 0.0410 -0.0352 -0.0369
C 0.0388 -3.7994 -1.0036 -0.1526 0.1614 -0.0331
C -2.5788 -1.5231 2.2799 0.0318 0.2130 0.0733
C -4.2904 -3.5076 2.9865 -0.0553 -0.0847 0.0008
C 3.1718 1.4960 -1.8719 -0.0797 -0.0753 0.1312
C -1.1299 -4.0523 -0.0538 -0.0820 0.1683 0.0791
H 3.4347 -0.2714 -3.0886 -0.0004 0.0115 0.0085
H 1.8329 4.3714 1.9421 -0.0055 -0.0054 0.0036
H -2.6948 -0.4244 -1.4972 0.0086 0.0256 0.0007
H 1.1984 4.1770 3.5793 -0.0011 -0.0107 -0.0099
H -2.2397 -2.7714 -2.1501 -0.0013 -0.0046 0.0135
H -1.9962 -4.4526 -0.5794 -0.0280 -0.0026 -0.0105
H -5.0500 -2.1576 4.4687 0.0017 -0.0075 -0.0044
H -1.3835 -1.6383 -3.2216 0.0051 0.0092 -0.0013
H 4.1247 1.6094 0.0737 -0.0158 -0.0107 -0.0140
H 4.8285 2.6476 -1.1635 -0.0010 -0.0060 0.0144
H 0.5155 0.4788 3.1948 0.0065 -0.0022 -0.0061
H 4.0752 -0.4194 -1.4340 -0.0027 0.0186 0.0037
H -1.1159 0.7538 -3.0791 -0.0040 -0.0021 0.0064
H 2.2939 3.2651 -2.7428 -0.0003 -0.0133 0.0006
H -0.1880 2.1569 -2.5263 -0.0132 0.0123 0.0188
H 2.9694 0.9199 2.8482 -0.0014 0.0020 -0.0043
H -2.4931 3.2391 -0.5834 0.0202 0.0264 0.0334
H 0.3507 1.8427 4.3009 0.0018 -0.0071 -0.0095
H 0.9601 -1.1257 -2.8873 0.0065 0.0116 -0.0054
H -0.7529 3.2286 -0.2797 0.0070 -0.0242 -0.0219
H 0.1046 4.0584 2.1981 0.0116 -0.0023 -0.0031
H 3.7792 2.7239 -3.5258 -0.0051 -0.0076 0.0085
H -1.1291 -3.3822 -3.3885 -0.0015 -0.0049 -0.0191
H 1.9263 -2.1516 -1.8142 0.0237 0.0026 -0.0072
H 1.1980 -2.8481 -3.2946 0.0565 0.0176 -0.0186
H -1.8541 2.3921 0.8309 -0.0186 -0.0266 0.0094
H 2.9011 2.2534 4.0018 -0.0045 -0.0035 -0.0120
H -0.6744 1.7659 2.8718 -0.0066 0.0083 -0.0197
H 0.1218 -4.6078 -1.7317 0.0074 -0.0180 -0.0135
H 3.5210 2.5434 2.3746 -0.0102 -0.0071 0.0060
H 3.2906 3.0985 -0.4205 -0.0012 -0.0030 -0.0188
H 0.9769 -3.7223 -0.4578 0.0116 0.0043 0.0181
H -3.1530 0.3755 0.0458 0.0000 0.0287 0.0165
H -3.6555 1.0302 -1.5092 -0.0010 -0.0028 0.0167
H 4.9360 0.5365 -2.6410 -0.0153 0.0055 -0.0017
H -1.8995 2.3310 -2.9445 0.0222 -0.0069 -0.0216
H -0.8439 -4.7776 0.7075 0.0126 0.0021 0.0294
H 2.2775 1.8386 -3.8045 0.0059 0.0032 0.0071


6.
9
Properties=species:S:1:pos:R:3:forces:R:3 method="wB97M-V/def2-TZVPD" energy_ev=-7628.06618 homo_ev=-10.3 smiles=N#CC(N)C#N charge=0 gap_ev=10.79
N 0.9754 0.4995 0.3934 0.0156 -0.3687 1.6528
N -1.1294 -2.1991 1.1621 0.2633 1.2166 -0.6488
N -0.0361 0.3427 -2.4311 -0.5272 -0.1299 0.6311
C -0.3421 0.2255 -1.3246 -0.6935 -0.3563 -1.7388
C -0.4152 0.1409 0.1310 0.7845 0.1733 -0.1506
C -0.8413 -1.1907 0.6727 0.1834 -0.7599 0.3289
H -1.1798 0.8478 0.5257 0.9381 -0.0750 -0.1966
H 1.7387 -0.0134 -0.0404 -0.7706 0.2075 0.0520
H 1.2083 1.3863 0.7914 -0.1936 0.0924 0.0700